Entry from OMol25: a 2-piece molecular cluster, C4H14N2O overall at a distorted geometry (wB97M-V/def2-TZVPD).

The value obtained for the highest occupied orbital energy (alpha / beta) is -13.4779 / -13.4752 eV. Its total energy is -345.206063 Eh. As for the LUMO energy (alpha / beta): -0.132 / -0.312 hartree. As for the charge: +1. The HOMO-LUMO gap (alpha / beta) is 0.363 / 0.183 Eh. Its spin multiplicity is 2.

Cartesian coordinates (Å):
C (0.40713, -0.08605, -1.28323)
N (0.11538, -1.46190, -1.49585)
C (-0.14614, 0.54552, 0.03974)
C (0.63000, 0.13466, 1.29255)
C (2.11309, 0.55193, 1.29207)
N (2.20348, 1.92871, 0.81011)
H (1.49406, -0.08817, -1.34126)
H (-0.07390, 0.52233, -2.07332)
H (-0.74375, -1.90086, -1.14565)
H (0.92285, -2.07928, -1.48611)
H (-0.05236, 1.61507, -0.11352)
H (-1.16978, 0.19307, 0.15626)
H (0.07637, 0.62276, 2.10616)
H (0.55483, -0.92487, 1.53988)
H (2.52212, -0.15804, 0.55712)
H (2.66000, 0.32090, 2.20591)
H (1.76519, 2.51326, 1.52061)
H (3.15747, 2.24833, 0.93457)
H (-4.78092, -1.69694, -0.93075)
H (-5.98872, -1.51309, -1.73238)
O (-5.66638, -1.28731, -0.85289)

Entry from OMol25: a 2-piece molecular cluster, C4H14N2O overall at a distorted geometry (wB97M-V/def2-TZVPD).

The value obtained for the highest occupied orbital energy (alpha / beta) is -14.8306 / -14.7709 eV. Its total energy is -345.192249 Eh. As for the LUMO energy (alpha / beta): -0.110 / -0.301 hartree. As for the charge: +1. The HOMO-LUMO gap (alpha / beta) is 0.435 / 0.242 Eh. Its spin multiplicity is 2.

Cartesian coordinates (Å):
C (-0.21803, -1.27065, 1.05774)
C (-1.07969, -0.22596, 0.31775)
C (-2.05384, 0.38322, 1.31456)
N (-0.21982, 0.71919, -0.39199)
C (0.18805, 0.35128, -1.69938)
N (1.40205, 1.20423, -2.15315)
H (-0.33170, -2.19695, 0.54497)
H (-0.52743, -1.55493, 2.08030)
H (0.89579, -1.17792, 1.03055)
H (-1.73650, -0.70336, -0.39589)
H (-2.67214, -0.38598, 1.77938)
H (-2.82445, 1.11929, 1.02402)
H (-1.55449, 0.87529, 2.15387)
H (-0.25326, 1.71318, -0.14372)
H (-0.71862, 0.38573, -2.34044)
H (0.44351, -0.69701, -1.78851)
H (1.90888, 0.55592, -2.77264)
H (1.94844, 1.28574, -1.28282)
H (2.75170, -0.26060, 1.25353)
H (1.90031, 0.15244, 0.13022)
O (2.75124, -0.27214, 0.28165)

Entry from OMol25: a 2-piece molecular cluster, C4H14N2O overall at a distorted geometry (wB97M-V/def2-TZVPD).

The value obtained for the highest occupied orbital energy (alpha / beta) is -14.1159 / -13.6139 eV. Its total energy is -345.222374 Eh. As for the LUMO energy (alpha / beta): -0.110 / -0.284 hartree. As for the charge: +1. The HOMO-LUMO gap (alpha / beta) is 0.409 / 0.216 Eh. Its spin multiplicity is 2.

Cartesian coordinates (Å):
C (-0.90398, -0.68369, -2.52405)
N (0.44446, -0.59035, -2.01484)
C (0.39578, 1.08330, -0.20675)
C (0.71715, -0.32447, -0.64701)
C (-0.06345, -1.35447, 0.25879)
N (0.26407, -1.29460, 1.62835)
H (-1.19547, -1.72006, -2.70892)
H (-1.59635, -0.29035, -1.78713)
H (-1.04152, -0.14822, -3.46429)
H (1.04157, -1.28127, -2.45806)
H (0.94814, 1.81420, -0.78939)
H (0.70876, 1.17371, 0.83559)
H (-0.63851, 1.33965, -0.18069)
H (1.76392, -0.58346, -0.53373)
H (-1.13687, -1.22137, 0.17404)
H (-0.04818, -2.40880, -0.05901)
H (1.22196, -1.40934, 1.87802)
H (-0.40758, -0.95190, 2.28876)
H (-0.10306, 2.67270, 4.17620)
H (-0.15403, 2.85288, 2.65662)
O (-0.21679, 3.32590, 3.47750)

Entry from OMol25: a 3-piece molecular cluster, C4H14N2O2 overall at a distorted geometry (wB97M-V/def2-TZVPD).

The value obtained for the highest occupied orbital energy (alpha / beta) is -3.7431 / -3.7275 eV. Its total energy is -420.688011 Eh. As for the LUMO energy (alpha / beta): 0.152 / 0.086 hartree. As for the charge: -1. The HOMO-LUMO gap (alpha / beta) is 0.289 / 0.223 Eh. Its spin multiplicity is 2.

Cartesian coordinates (Å):
C (-0.61687, -0.46520, 1.69798)
N (-0.50479, -1.88475, 1.39683)
C (0.14721, 0.41873, 0.66866)
C (1.16278, 1.40104, 1.27166)
N (-0.80401, 1.08622, -0.25368)
C (-0.26845, 1.24481, -1.67080)
O (0.88672, 0.59236, -1.93156)
H (-1.65241, -0.13966, 1.65559)
H (-0.23006, -0.20640, 2.68432)
H (0.40617, -2.27734, 1.55258)
H (-0.73038, -1.90971, 0.41822)
H (0.76712, -0.22848, 0.04897)
H (1.92485, 1.63263, 0.54160)
H (1.57088, 0.97350, 2.19764)
H (0.66472, 2.33452, 1.56475)
H (-1.51973, 0.34454, -0.33254)
H (-1.07561, 0.84943, -2.31723)
H (-0.13455, 2.32922, -1.79866)
H (-2.01658, -1.13678, -0.80456)
H (0.78908, -0.85055, -1.94792)
H (0.44654, -2.19017, -2.75005)
O (0.78740, -1.91794, -1.89178)

Entry from OMol25: a 2-piece molecular cluster, C4H14N2O2 overall at a distorted geometry (wB97M-V/def2-TZVPD).

The value obtained for the highest occupied orbital energy is -8.8292 eV. Its total energy is -420.761246 Eh. As for the LUMO energy: 0.030 hartree. As for the SMILES: CNC[C@H](N)CO.O. As for the charge: 0. The HOMO-LUMO gap is 0.355 Eh. Its spin multiplicity is 1.

Cartesian coordinates (Å):
N (-1.32323, 1.74343, -0.20616)
C (-0.33211, 0.66015, -0.39770)
C (0.13585, 0.53385, -1.82756)
O (0.90073, 1.72376, -2.09932)
C (-0.95488, -0.60234, 0.20832)
N (0.08845, -1.63054, 0.26067)
C (-0.30882, -2.88437, 0.89258)
H (-2.08494, 1.61109, -0.85473)
H (-0.84106, 2.61762, -0.36603)
H (0.53107, 0.88607, 0.23135)
H (0.77839, -0.35132, -1.86841)
H (-0.66782, 0.44290, -2.53776)
H (0.83163, 1.87824, -3.00432)
H (-1.81938, -0.92557, -0.38608)
H (-1.38216, -0.37887, 1.19413)
H (0.81475, -1.22853, 0.83511)
H (-1.35799, -3.10472, 0.68554)
H (-0.17316, -2.96035, 1.97949)
H (0.28697, -3.70544, 0.48439)
H (2.01730, 1.53138, 2.89542)
H (2.28096, 2.48994, 1.75203)
O (2.57942, 1.65362, 2.12905)

Entry from OMol25: a 2-piece molecular cluster, C4H14N2O2 overall at a distorted geometry (wB97M-V/def2-TZVPD).

The value obtained for the highest occupied orbital energy is -8.9702 eV. Its total energy is -420.750782 Eh. As for the LUMO energy: 0.029 hartree. As for the SMILES: CNC[C@H](N)CO.O. As for the charge: 0. The HOMO-LUMO gap is 0.359 Eh. Its spin multiplicity is 1.

Cartesian coordinates (Å):
N (1.33215, -0.43837, 2.17154)
C (0.42326, -0.16296, 1.01989)
C (-0.70037, -1.17306, 1.12363)
O (-1.39820, -1.13754, 2.37403)
C (1.32798, -0.17024, -0.20941)
N (0.84434, 0.44372, -1.43726)
C (-0.30649, -0.13678, -2.14340)
H (0.89837, -1.01853, 2.87671)
H (1.66177, 0.42203, 2.58096)
H (0.03192, 0.84486, 1.21735)
H (-1.39563, -1.01282, 0.30425)
H (-0.35102, -2.20009, 1.14249)
H (-1.38098, -0.25961, 2.75646)
H (1.64139, -1.21790, -0.37917)
H (2.27953, 0.27753, 0.07295)
H (1.59505, 0.55291, -2.10354)
H (-1.06107, -0.44559, -1.44021)
H (0.02446, -0.98945, -2.74256)
H (-0.64006, 0.64943, -2.81787)
H (-1.88480, 2.10757, -2.10812)
H (-1.20210, 2.27665, -0.81929)
O (-1.73949, 2.78824, -1.43941)

Entry from OMol25: a 2-piece molecular cluster, C4H14N2O2 overall at a distorted geometry (wB97M-V/def2-TZVPD).

The value obtained for the highest occupied orbital energy is -8.1158 eV. Its total energy is -420.735170 Eh. As for the LUMO energy: 0.028 hartree. As for the SMILES: CNC[C@H](N)CO.O. As for the charge: 0. The HOMO-LUMO gap is 0.327 Eh. Its spin multiplicity is 1.

Cartesian coordinates (Å):
N (2.23984, -0.63228, -0.30947)
C (0.83890, -0.23534, -0.36671)
C (0.77146, 1.30609, -0.79957)
O (0.68971, 1.20418, -2.21928)
C (0.36496, -0.52521, 1.05767)
N (-1.02545, -0.06596, 1.24414)
C (-1.25072, 0.55733, 2.52793)
H (2.75076, 0.12802, 0.10806)
H (2.62060, -1.02393, -1.15623)
H (0.27774, -0.77190, -1.14702)
H (-0.05377, 1.81802, -0.36874)
H (1.78276, 1.75250, -0.59212)
H (0.91161, 2.11855, -2.52299)
H (1.00169, -0.11583, 1.84644)
H (0.33655, -1.59955, 1.26889)
H (-1.73317, -0.75696, 1.01868)
H (-1.14286, 1.63196, 2.42540)
H (-0.62160, 0.17521, 3.39697)
H (-2.26052, 0.30409, 2.92954)
H (-1.76596, -1.22418, -1.77089)
H (-3.06441, -1.34839, -1.22180)
O (-2.15834, -1.55531, -0.95053)

Entry from OMol25: a 3-piece molecular cluster, C4H14N2O2 overall at a distorted geometry (wB97M-V/def2-TZVPD).

The value obtained for the highest occupied orbital energy is -9.1826 eV. Its total energy is -420.741803 Eh. As for the LUMO energy: 0.023 hartree. As for the SMILES: CCC/N=C\N.O.O. As for the charge: 0. The HOMO-LUMO gap is 0.360 Eh. Its spin multiplicity is 1.

Cartesian coordinates (Å):
C (1.45801, 2.11486, -0.22036)
C (-0.08563, 2.13326, -0.28966)
C (-0.69592, 1.68825, 1.09141)
N (-2.20015, -0.56012, -0.26562)
C (-1.13994, -0.66406, 0.65165)
N (-0.46249, 0.29858, 1.28731)
H (1.76102, 2.84656, 0.47595)
H (1.81005, 1.22142, 0.30773)
H (1.97183, 2.25610, -1.15468)
H (-0.46487, 3.15430, -0.32095)
H (-0.65804, 1.67729, -1.15320)
H (-1.75830, 2.05904, 1.07880)
H (-0.12585, 2.31755, 1.92047)
H (-2.61414, -1.38559, -0.45935)
H (-2.76223, 0.33523, -0.24009)
H (-0.74322, -1.66305, 0.97881)
H (-0.22113, -3.74582, -1.28899)
H (1.14883, -4.29813, -1.35793)
O (0.21836, -4.43831, -1.64995)
H (1.68049, -1.60162, 0.95946)
H (1.95849, -1.58552, -0.57373)
O (1.92483, -2.16019, 0.22294)

Entry from OMol25: a 2-piece molecular cluster, C4H14N2O2 overall at a distorted geometry (wB97M-V/def2-TZVPD).

The value obtained for the highest occupied orbital energy is -8.5270 eV. Its total energy is -420.746426 Eh. As for the LUMO energy: 0.024 hartree. As for the SMILES: C[C@H](CO)NCN.O. As for the charge: 0. The HOMO-LUMO gap is 0.338 Eh. Its spin multiplicity is 1.

Cartesian coordinates (Å):
C (1.88356, 1.71764, 0.91763)
C (1.14308, 0.71403, -0.02828)
C (-0.15074, 1.37484, -0.51459)
O (-1.06536, 0.31582, -0.93632)
N (0.81184, -0.45878, 0.76072)
C (0.65566, -1.80049, 0.21465)
N (0.90194, -2.84230, 1.20977)
H (2.95254, 1.58724, 0.77258)
H (1.68858, 1.39048, 1.93152)
H (1.54310, 2.71541, 0.65383)
H (1.79661, 0.35812, -0.82261)
H (-0.65724, 1.84714, 0.32329)
H (-0.13177, 1.98991, -1.41585)
H (-1.42448, 0.42338, -1.81368)
H (-0.01187, -0.33634, 1.34014)
H (1.41093, -2.00031, -0.55028)
H (-0.32843, -1.96777, -0.21949)
H (1.84960, -3.20395, 1.24894)
H (0.62909, -2.51018, 2.12096)
H (-4.65330, 0.93720, -1.92592)
H (-4.41554, -0.26311, -1.17144)
O (-4.42778, 0.01203, -2.09555)

Entry from OMol25: a 2-piece molecular cluster, C4H14N2O2 overall at a distorted geometry (wB97M-V/def2-TZVPD).

The value obtained for the highest occupied orbital energy is -8.4500 eV. Its total energy is -420.681305 Eh. As for the LUMO energy: 0.024 hartree. As for the SMILES: CNCCNCO.O. As for the charge: 0. The HOMO-LUMO gap is 0.334 Eh. Its spin multiplicity is 1.

Cartesian coordinates (Å):
C (0.49648, -0.13613, 0.74445)
N (-0.13127, -1.45426, 0.96455)
C (-1.02734, -1.37712, 2.13608)
O (-1.87632, -0.31035, 2.07071)
C (0.77052, 0.09596, -0.83070)
N (-0.49414, 0.14422, -1.57373)
C (-0.71536, -1.04620, -2.31860)
H (1.44939, -0.21694, 1.38358)
H (-0.03678, 0.78746, 1.00339)
H (-0.59605, -1.83063, 0.15432)
H (-1.73042, -2.29633, 2.13496)
H (-0.31878, -1.15387, 3.00678)
H (-2.43676, 0.00056, 1.42953)
H (1.32067, 1.09250, -0.86909)
H (1.58558, -0.47262, -1.35932)
H (-1.20968, 0.51591, -0.84398)
H (-0.28934, -0.80012, -3.36119)
H (-1.68192, -1.46745, -2.48146)
H (-0.03735, -1.86193, -1.98610)
H (2.57645, 3.30057, 0.06575)
H (2.25444, 4.21510, -1.07744)
O (2.67415, 3.32772, -0.98606)